No. 1
The following is a DFT calculation (ωB97M-V with the def2-TZVPD basis set) of C37H44CsF6N5O8S3Si as an isolated structure at a distorted geometry.

Cartesian coordinates (Å):
Cs (0.591, 0.815, -0.494)
F (3.954, -2.801, 2.783)
C (3.436, -2.449, 1.609)
F (4.104, -3.118, 0.656)
F (2.167, -2.837, 1.576)
S (3.537, -0.588, 1.390)
O (2.201, -0.140, 1.057)
O (4.143, -0.168, 2.616)
N (4.498, -0.471, 0.133)
S (3.985, 0.587, -0.936)
O (2.813, 0.177, -1.672)
O (4.056, 1.954, -0.503)
C (5.365, 0.395, -2.144)
F (5.212, -0.724, -2.861)
F (5.342, 1.435, -2.975)
F (6.557, 0.353, -1.552)
C (-2.298, -2.129, 4.237)
C (-2.452, -1.219, 5.272)
C (-2.092, 0.101, 5.076)
C (-1.575, 0.528, 3.836)
N (-1.437, -0.371, 2.843)
C (-1.783, -1.638, 3.047)
C (-1.171, 1.958, 3.581)
C (-1.394, 2.926, 4.582)
C (-1.018, 4.247, 4.380)
C (-0.425, 4.610, 3.169)
C (-0.226, 3.641, 2.189)
C (-0.576, 2.283, 2.346)
H (-2.566, -3.174, 4.348)
H (-2.849, -1.537, 6.231)
H (-2.206, 0.802, 5.888)
H (-1.639, -2.304, 2.195)
H (-1.868, 2.678, 5.530)
H (-1.189, 4.986, 5.156)
H (-0.129, 5.648, 3.008)
H (0.221, 3.964, 1.243)
N (-2.823, -3.772, -2.078)
C (-4.088, -3.193, -2.307)
C (-4.901, -3.694, -3.309)
C (-6.165, -3.156, -3.535)
C (-6.607, -2.092, -2.771)
C (-5.775, -1.568, -1.783)
C (-4.532, -2.121, -1.535)
S (-3.503, -1.449, -0.262)
N (-2.020, -2.140, -0.576)
C (-1.833, -3.108, -1.355)
C (-0.436, -3.623, -1.543)
C (-0.156, -4.910, -1.969)
C (1.174, -5.267, -2.168)
C (2.163, -4.332, -1.944)
C (1.779, -3.069, -1.502)
N (0.511, -2.735, -1.302)
H (-2.482, -4.334, -2.839)
H (-4.542, -4.514, -3.924)
H (-6.793, -3.572, -4.313)
H (-7.585, -1.659, -2.942)
H (-6.090, -0.708, -1.199)
H (-0.942, -5.642, -2.104)
H (1.426, -6.268, -2.495)
H (3.209, -4.563, -2.098)
H (2.515, -2.294, -1.318)
C (-3.599, 3.807, -1.481)
C (-2.998, 4.437, -2.740)
C (-1.954, 5.488, -2.355)
C (-4.096, 5.084, -3.577)
O (-2.410, 3.449, -3.576)
Si (-1.155, 2.399, -3.173)
O (-1.243, 1.722, -1.779)
O (-1.159, 1.398, -4.518)
C (-2.195, 0.521, -4.938)
C (-3.011, 1.226, -6.021)
C (-1.501, -0.712, -5.511)
C (-3.108, 0.096, -3.781)
O (0.262, 3.284, -3.314)
C (1.258, 3.332, -4.327)
C (2.342, 4.257, -3.785)
C (1.860, 1.955, -4.602)
C (0.663, 3.916, -5.611)
H (-3.917, 4.587, -0.783)
H (-2.869, 3.156, -0.990)
H (-4.468, 3.193, -1.743)
H (-2.396, 6.248, -1.706)
H (-1.558, 5.969, -3.256)
H (-1.120, 5.016, -1.830)
H (-4.578, 5.897, -3.025)
H (-4.851, 4.337, -3.838)
H (-3.669, 5.484, -4.502)
H (-2.387, 1.417, -6.900)
H (-3.361, 2.182, -5.625)
H (-3.871, 0.618, -6.319)
H (-0.815, -0.417, -6.309)
H (-2.233, -1.421, -5.912)
H (-0.923, -1.202, -4.722)
H (-3.701, 0.944, -3.425)
H (-2.507, -0.249, -2.935)
H (-3.781, -0.702, -4.110)
H (2.754, 3.842, -2.862)
H (1.915, 5.239, -3.562)
H (3.151, 4.375, -4.512)
H (2.206, 1.509, -3.668)
H (2.714, 2.049, -5.279)
H (1.116, 1.291, -5.046)
H (0.304, 4.932, -5.426)
H (-0.184, 3.302, -5.933)
H (1.412, 3.940, -6.409)

The spin multiplicity is 1. As for the lowest unoccupied orbital energy: 3.45 eV. As for the total charge: -2. The value obtained for the HOMO energy is -0.54 eV. The calculation puts the max |F| at 3.49 eV Å⁻¹. The value obtained for the calculated total energy is -4415.5989 hartree.

---

No. 2
The following is a DFT calculation (ωB97M-V with the def2-TZVPD basis set) of C3H8N2O as an isolated structure at a distorted geometry.

Cartesian coordinates (Å):
C (0.785, 1.084, -0.355)
C (-1.429, -0.346, -0.009)
N (-0.006, -0.304, 0.266)
N (0.391, -0.784, 1.524)
C (0.991, 0.001, -1.336)
O (0.741, 0.298, -2.519)
H (0.769, -0.029, 2.104)
H (-0.266, -1.221, 2.161)
H (0.045, 1.840, -0.625)
H (1.688, 1.396, 0.171)
H (1.676, -0.839, -1.109)
H (-1.592, -0.122, -1.061)
H (-1.809, -1.350, 0.185)
H (-1.984, 0.377, 0.604)

The spin multiplicity is 1. As for the lowest unoccupied orbital energy: 0.82 eV. The value obtained for the HOMO energy is -8.25 eV. The calculation puts the max |F| at 4.79 eV Å⁻¹. The value obtained for the calculated total energy is -303.7106 hartree.

---

No. 3
The following is a DFT calculation (ωB97M-V with the def2-TZVPD basis set) of C6H12DyOP as an isolated structure at a distorted geometry.

Cartesian coordinates (Å):
C (-0.759, 0.364, -1.643)
C (-1.079, 1.711, -1.754)
C (0.016, 2.502, -1.265)
C (1.052, 1.647, -0.842)
C (0.634, 0.289, -0.989)
Dy (-1.392, -1.919, 1.670)
P (-0.584, -3.309, -0.343)
H (-1.329, -0.512, -1.953)
H (-2.004, 2.116, -2.163)
H (0.042, 3.590, -1.249)
H (1.251, -0.608, -0.950)
H (2.028, 1.954, -0.466)
H (0.482, -3.279, -1.302)
H (-0.741, -4.744, -0.276)
H (0.215, -3.121, 0.978)
C (0.451, 0.740, 2.439)
O (-0.133, -0.251, 1.591)
H (-0.360, 1.201, 3.000)
H (0.972, 1.462, 1.817)
H (1.131, 0.228, 3.119)
H (0.108, -0.061, 0.582)

The spin multiplicity is 6. As for the lowest unoccupied orbital energy (spin up / spin down): -0.34 / -1.20 eV. As for the expectation value of S²: 9.394. The value obtained for the HOMO energy (spin up / spin down) is -5.40 / -6.36 eV. The calculation puts the max |F| at 2.82 eV Å⁻¹. The value obtained for the calculated total energy is -1537.1613 hartree.

---

No. 4
The following is a DFT calculation (ωB97M-V with the def2-TZVPD basis set) of one molecule with the formula C6H8F5N at a distorted geometry.

Cartesian coordinates (Å):
C (-0.282, 0.968, 1.707)
C (-0.647, -0.048, 0.889)
C (-0.942, -1.395, 1.355)
C (0.814, 0.357, -1.475)
C (-0.644, 0.390, -0.872)
C (-1.721, -0.479, -1.516)
N (0.706, 0.563, -2.827)
F (1.731, 1.200, -0.799)
F (-1.088, 1.690, -1.181)
F (-2.838, -0.229, -0.899)
F (-1.789, -0.239, -2.812)
F (-1.513, -1.826, -1.414)
H (-0.102, 2.028, 1.388)
H (-0.430, 0.764, 2.731)
H (-2.003, -1.677, 1.153)
H (-0.102, -2.167, 1.043)
H (-1.013, -1.327, 2.433)
H (1.309, -0.603, -1.247)
H (-0.100, 1.157, -3.110)
H (1.552, 0.715, -3.323)

The spin multiplicity is 1. As for the lowest unoccupied orbital energy: 0.91 eV. Its SMILES is C=C(C)[C@@](F)([C@@H](N)F)C(F)(F)F. The value obtained for the HOMO energy is -9.98 eV. The calculation puts the max |F| at 5.28 eV Å⁻¹. The value obtained for the calculated total energy is -787.4518 hartree.

---

No. 5
The following is a DFT calculation (ωB97M-V with the def2-TZVPD basis set) of an isolated ion of composition C5H12N2 and charge -1 at a distorted geometry.

Cartesian coordinates (Å):
N (1.595, 1.184, 1.183)
C (0.425, 0.547, 0.540)
C (0.371, 0.855, -0.952)
C (-1.029, 0.784, -1.560)
C (-1.686, -0.347, -2.117)
C (0.197, -0.932, 0.771)
N (0.150, -1.300, 2.197)
H (2.445, 0.701, 0.890)
H (1.573, 0.972, 2.175)
H (-0.399, 1.046, 1.040)
H (1.090, 0.424, -1.666)
H (0.589, 1.931, -0.949)
H (-1.297, 1.760, -1.977)
H (-1.162, -1.209, -2.553)
H (-2.729, -0.227, -2.402)
H (0.967, -1.528, 0.297)
H (-0.729, -1.131, 0.220)
H (0.418, -2.270, 2.302)
H (-0.791, -1.258, 2.564)

The spin multiplicity is 2. As for the lowest unoccupied orbital energy (spin up / spin down): 3.98 / 3.94 eV. As for the total charge: -1. As for the expectation value of S²: 0.755. The value obtained for the HOMO energy (spin up / spin down) is 0.69 / -2.27 eV. The calculation puts the max |F| at 2.22 eV Å⁻¹. The value obtained for the calculated total energy is -307.1120 hartree.

---

No. 6
The following is a DFT calculation (ωB97M-V with the def2-TZVPD basis set) of C6H10O2 as an isolated structure at a distorted geometry.

Cartesian coordinates (Å):
C (1.621, -0.344, -0.733)
C (0.085, -0.346, -0.748)
C (-0.049, 0.984, -1.492)
C (-0.576, 0.950, -0.009)
C (-0.214, 0.438, 1.248)
C (-0.519, -1.141, 1.275)
H (2.276, -0.519, 0.308)
H (1.764, 0.936, -1.188)
H (1.970, -1.109, -1.558)
H (0.928, 1.355, -1.784)
H (-1.029, 0.981, -2.207)
H (-2.265, -0.226, 0.178)
H (0.800, 0.571, 1.478)
H (-0.835, 0.917, 2.171)
H (-1.422, -1.323, 1.892)
H (0.243, -1.750, 1.766)
O (-2.151, 1.025, -0.349)
O (-0.626, -1.400, -0.248)

The spin multiplicity is 1. As for the lowest unoccupied orbital energy: 0.61 eV. The value obtained for the HOMO energy is -8.27 eV. The calculation puts the max |F| at 8.46 eV Å⁻¹. The value obtained for the calculated total energy is -384.7159 hartree.